10
Properties=species:S:1:pos:R:3 method="wB97M-V/def2-TZVPD" smiles=C#CC#C.C#C spin_multiplicity=1 energy_ev=-6280.06897 e_above_lowest_kcal_mol=55.5 homo_lumo_gap_ev=10.696 lumo_ha=0.029
C -0.67 0.47 -0.98
C 0.35 1.09 -1.03
C 1.63 1.55 -0.74
C 2.69 2.11 -0.59
H -1.49 -0.13 -1.34
H 3.70 2.40 -0.71
C -0.99 -1.81 1.08
C -2.07 -1.91 1.65
H -0.26 -1.52 0.40
H -2.89 -2.26 2.26


61
Properties=species:S:1:pos:R:3 method="wB97M-V/def2-TZVPD" spin_multiplicity=1 energy_ev=-37583.45470 e_above_lowest_kcal_mol=52.2 homo_lumo_gap_ev=9.174 lumo_ha=-0.001
O 3.43 2.56 -1.86
C 2.77 1.82 -1.18
C 1.38 2.17 -0.74
C 0.56 0.88 -0.41
C 0.94 0.28 0.95
C 0.99 1.23 2.17
C -0.34 1.18 2.97
H 3.28 1.01 -0.65
H 0.90 2.74 -1.54
H 1.36 2.85 0.11
H -0.53 0.94 -0.47
H 0.98 0.21 -1.15
H 0.18 -0.47 1.17
H 1.87 -0.25 0.77
H 1.84 0.94 2.80
H 1.08 2.30 1.94
H -1.01 0.37 2.67
H -0.95 2.06 2.77
H -0.09 1.14 4.05
H 0.45 -1.28 -2.16
H -0.65 -1.97 -1.44
O 0.34 -1.97 -1.50
H 2.55 -1.61 -4.03
H 1.88 -2.66 -3.20
O 2.74 -2.46 -3.61
H 2.95 -3.50 0.63
H 1.88 -4.53 1.10
O 2.64 -4.01 1.39
H 4.21 -0.35 1.81
H 5.48 -0.13 0.95
O 4.53 -0.01 0.94
H 3.64 -1.35 -0.57
H 3.39 -2.20 -1.90
O 3.14 -2.06 -0.98
H -3.54 1.81 -1.95
H -4.30 1.81 -3.34
O -4.04 1.26 -2.60
H 0.94 5.40 -0.06
H -0.55 5.21 -0.49
O 0.33 4.83 -0.54
H -2.78 -0.62 -0.60
H -3.97 0.17 -1.05
O -3.47 -0.06 -0.24
H -1.16 -3.14 2.55
H -2.04 -2.62 1.36
O -1.98 -2.70 2.32
H -4.32 -1.76 -0.15
H -4.06 -3.13 0.51
O -4.15 -2.70 -0.36
H 2.53 -1.34 2.70
H 3.83 -2.28 2.62
O 3.46 -1.45 2.91
H -2.69 -2.92 -1.93
H -2.03 -2.13 -3.21
O -2.26 -2.14 -2.28
H -3.98 1.27 0.91
H -5.03 1.64 1.94
O -4.20 1.96 1.57
H -3.39 3.35 -0.23
H -2.05 3.38 -1.14
O -2.95 3.06 -1.04


64
Properties=species:S:1:pos:R:3 method="wB97M-V/def2-TZVPD" spin_multiplicity=1 energy_ev=-39092.51633 e_above_lowest_kcal_mol=4.4 homo_lumo_gap_ev=9.725 charge=+1 lumo_ha=-0.099
C -3.87 -47.26 15.12
O -2.89 -46.42 14.54
C -3.34 -45.32 13.92
C -2.07 -44.64 13.32
N -2.26 -43.36 12.79
H -2.81 -43.52 12.06
H -2.74 -42.77 13.42
C -0.93 -42.62 12.34
C -1.24 -41.31 11.56
O -0.13 -40.46 11.45
C -0.19 -39.37 12.29
H -4.77 -47.02 14.61
H -4.34 -46.95 16.18
H -3.69 -48.32 15.25
H -3.87 -44.87 14.71
H -3.92 -45.53 13.10
H -1.59 -45.31 12.62
H -1.53 -44.76 14.17
H -0.49 -43.41 11.58
H -0.21 -42.67 13.33
H -2.24 -40.93 11.79
H -1.46 -41.47 10.53
H 0.59 -38.71 11.92
H 0.25 -39.76 13.21
H -1.07 -39.08 12.60
O 2.50 -41.83 11.59
H 1.83 -41.30 11.71
H 2.29 -42.21 10.61
O -2.27 -43.16 8.65
H -2.23 -42.44 8.09
H -1.50 -43.57 8.66
O 2.08 -37.10 13.22
H 1.72 -36.59 13.89
H 2.63 -37.72 13.40
O -6.23 -44.55 15.44
H -5.54 -44.67 16.10
H -6.44 -43.75 15.84
O -0.87 -37.35 15.02
H -1.73 -37.05 15.48
H -0.11 -36.83 15.41
O -2.35 -41.65 15.21
H -1.68 -41.27 15.82
H -3.09 -41.61 15.70
O -1.59 -47.56 17.31
H -1.86 -46.69 17.69
H -2.34 -48.04 17.64
O -4.79 -41.46 13.37
H -4.51 -40.63 13.43
H -5.30 -41.47 14.18
O 2.55 -42.65 14.24
H 2.70 -42.50 13.30
H 2.73 -43.60 14.32
O 1.59 -45.41 13.33
H 1.21 -45.90 13.93
H 2.50 -45.79 13.42
O -4.38 -43.48 10.91
H -5.05 -44.30 10.89
H -3.99 -43.29 10.19
O -0.01 -44.67 9.13
H 0.76 -45.18 9.60
H -0.28 -45.23 8.37
O 1.23 -35.74 10.80
H 2.14 -35.29 10.96
H 1.30 -36.26 11.60


62
Properties=species:S:1:pos:R:3 method="wB97M-V/def2-TZVPD" spin_multiplicity=1 energy_ev=-35563.26987 e_above_lowest_kcal_mol=73.2 homo_lumo_gap_ev=10.087 lumo_ha=-0.001
C -0.78 -0.41 0.86
C -2.23 -0.03 0.78
C -2.37 1.37 0.37
C -1.96 1.64 -1.26
C -1.98 0.20 -2.14
C -3.37 -0.07 -2.71
H -0.12 -0.03 1.68
H -0.89 -1.53 1.04
H -0.34 -0.27 -0.13
H -2.73 -0.56 -0.04
H -2.70 -0.37 1.74
H -3.48 1.89 0.48
H -2.19 2.08 1.13
H -0.87 1.81 -0.98
H -2.65 2.30 -1.64
H -1.29 0.22 -3.01
H -1.62 -0.59 -1.52
H -3.96 0.83 -2.92
H -4.04 -0.77 -2.28
H -3.31 -0.48 -3.72
H 1.36 -1.87 -3.68
H 2.09 -2.03 -2.31
O 2.24 -1.69 -3.15
H 0.03 2.21 2.16
H 1.11 3.13 2.21
O 0.65 2.56 1.58
H 1.15 -0.29 -2.91
H 1.34 1.17 -2.37
O 1.10 0.23 -2.11
H 0.75 -3.51 -1.24
H 0.60 -3.77 -2.80
O 0.21 -3.43 -1.94
H 0.49 -3.47 1.55
H -0.75 -3.14 0.97
O -0.20 -3.92 1.23
H -1.85 1.02 3.36
H -0.88 1.49 4.47
O -1.08 1.54 3.55
H -1.53 -3.88 -0.48
H -2.60 -2.76 -0.38
O -2.43 -3.57 -0.32
H -0.17 3.09 -1.01
H 0.77 3.87 -0.19
O 0.40 3.84 -1.04
H 1.41 2.90 -3.59
H 1.79 2.82 -2.12
O 1.94 2.54 -3.02
H 0.36 -1.77 3.97
H 1.87 -1.26 3.80
O 1.00 -1.02 4.06
H 2.26 0.91 3.59
H 1.50 1.15 2.43
O 2.44 1.07 2.64
H 2.62 -2.19 0.93
H 2.82 -3.34 1.87
O 2.28 -2.62 1.63
H 2.24 -0.60 -0.92
H 3.01 0.30 -0.02
O 2.82 -0.70 -0.08
H 2.53 2.72 1.39
H 3.87 2.36 1.63
O 3.32 2.70 0.96


19
Properties=species:S:1:pos:R:3 method="wB97M-V/def2-TZVPD" spin_multiplicity=3 energy_ev=-49264.48376 e_above_lowest_kcal_mol=43.2 s2=2.02 homo_lumo_gap_ev="7.152 / 4.568" charge=+4 lumo_ha="-0.657 / -0.748"
In -3.94 -2.18 -1.90
Au -1.74 -0.35 -1.11
Cl -1.89 -3.38 -1.73
Cl -2.98 -0.18 -3.08
C -0.28 -0.08 0.24
C -5.35 -4.75 -3.07
C -4.53 -2.41 -4.43
O 0.84 -0.05 -0.26
O -6.04 -5.44 -3.65
O -4.72 -2.69 -5.52
N -0.07 1.53 1.84
C 0.54 1.64 3.02
C 0.44 0.41 3.67
C -0.15 -0.47 2.78
N -0.55 0.25 1.64
H -0.07 2.21 1.10
H 1.00 2.56 3.31
H 0.82 0.18 4.64
H -0.43 -1.50 2.88


17
Properties=species:S:1:pos:R:3 method="wB97M-V/def2-TZVPD" spin_multiplicity=1 energy_ev=-18953.55039 homo_lumo_gap_ev=10.140 charge=+2 lumo_ha=-0.370
O 0.21 0.16 -4.40
C 0.21 0.16 -3.26
Be 0.20 0.18 -0.60
O -1.32 -2.43 -0.40
C -0.74 -1.50 -0.78
C 1.22 1.84 -0.77
O 1.77 2.79 -0.40
C -1.43 1.13 -0.69
O -2.38 1.70 -0.39
C 1.86 -0.82 -0.72
O 2.82 -1.38 -0.40
C -0.79 -0.43 2.26
O 0.28 0.22 1.52
H -1.73 -0.24 1.69
H -0.79 0.08 3.22
H -0.62 -1.52 2.33
H 1.22 0.07 1.80